[1]
The following is a quantum chemistry calculation of a 2-piece molecular cluster, C2H8N2 overall, from the OMol25 dataset.

The geometry in XYZ format:
```
12
Properties=species:S:1:pos:R:3:forces:R:3:lowdin_charge:R:1
C 2.377 0.055 0.506 -0.195 0.499 -0.655 -0.0501
H 2.799 0.945 0.036 0.293 -0.118 0.081 0.0144
H 1.349 0.334 0.730 -0.040 -0.346 0.270 0.0005
H 2.396 -0.752 -0.222 -0.079 -0.058 0.031 0.0108
H 2.946 -0.224 1.379 0.013 0.027 0.281 0.0095
N -1.124 -0.901 -0.613 0.003 0.248 0.489 0.0742
C -1.784 0.278 -0.430 -0.333 0.106 0.127 -0.4039
N -2.120 0.702 0.724 0.161 0.149 -0.398 0.0469
H -1.110 -1.325 -1.503 -0.061 -0.195 -0.908 0.0701
H -1.182 -1.548 0.144 0.118 -0.237 0.513 0.0879
H -2.010 0.813 -1.355 0.210 0.041 -0.057 0.1130
H -2.535 1.623 0.604 -0.091 -0.115 0.226 0.0266
```
Forces are in eV/Å.

The calculation puts the LUMO energy at 0.973 eV. Its spin multiplicity is 1. The net charge is 0. As for the HOMO energy: -9.43 eV. For the gap between HOMO and LUMO, the calculation gives 10.407 eV.

[2]
The following is a quantum chemistry calculation of a 2-piece molecular cluster, C2H8N2 overall at a distorted geometry, from the OMol25 dataset.

The geometry in XYZ format:
```
12
Properties=species:S:1:pos:R:3:forces:R:3:lowdin_charge:R:1
N -2.977 4.429 -1.256 0.711 -0.310 -0.202 -0.0055
H -2.598 4.399 -0.313 -0.455 0.002 0.181 0.0010
H -3.659 3.682 -1.354 -0.053 0.086 0.270 0.0018
H -2.175 4.099 -1.794 -0.202 0.221 -0.249 0.0027
C 1.646 -1.073 0.129 0.409 0.079 0.240 -0.0100
C 0.865 -2.073 0.474 0.234 -1.080 -0.204 -0.2791
N 1.350 -3.223 1.209 -1.025 0.548 0.058 -0.0117
H 2.661 -1.069 0.505 0.130 0.060 -0.107 0.0555
H 1.361 -0.267 -0.515 -0.365 0.357 -0.115 0.0409
H -0.157 -2.185 0.133 -0.100 0.254 -0.050 0.0847
H 1.995 -3.768 0.665 0.315 0.024 0.197 0.0605
H 1.687 -2.951 2.118 0.401 -0.240 -0.020 0.0592
```
Forces are in eV/Å.

The calculation puts the LUMO energy at 0.990 eV. Its spin multiplicity is 1. The net charge is 0. As for the HOMO energy: -9.52 eV. For the gap between HOMO and LUMO, the calculation gives 10.509 eV.